Record 1
{"formula": "CH7OS", "method": "ωB97M-V with the def2-TZVPD basis set", "elements": ["O", "H", "H", "H", "C", "S", "H", "H", "H", "H"], "positions_angstrom": [[-1.2838, -2.6389, -0.0983], [-0.0652, 1.6783, -1.8142], [-1.8732, -2.3149, -0.8145], [-0.7717, -3.2828, -0.6424], [1.3847, 1.8073, 0.8675], [0.1025, 0.5086, -0.3255], [1.4397, 1.1083, 1.7054], [2.2454, 2.1399, 0.2612], [0.6192, 2.5049, 1.1451], [-1.2231, 0.6275, 0.9212]], "lowdin_charge": [-0.111, 0.195, 0.043, 0.062, -0.123, 0.636, 0.034, 0.063, 0.011, 0.190], "charge": 1, "e_tot_ha": -515.258623, "homo_ev": -14.972, "max_force_ev_per_a": 4.06, "relative_energy_ev": 4.675}

Record 2
{"formula": "C4H12NO", "method": "ωB97M-V with the def2-TZVPD basis set", "elements": ["C", "N", "C", "C", "C", "H", "H", "H", "H", "H", "H", "H", "H", "H", "H", "H", "H", "O"], "positions_angstrom": [[1.2207, -0.3624, -0.2974], [0.3232, -0.0848, 0.8548], [-0.8297, -0.9960, 0.6985], [-1.0174, -1.1364, -0.8251], [0.2528, -0.4918, -1.4595], [1.9438, 0.4540, -0.2949], [1.7764, -1.2825, -0.0929], [0.0534, 0.9093, 0.8001], [0.7671, -0.1764, 1.8141], [-1.7154, -0.6313, 1.2087], [-0.4499, -1.9434, 1.0938], [-0.9220, -2.1831, -1.1127], [-1.9167, -0.6187, -1.1487], [0.0104, 0.4382, -1.9617], [0.7503, -1.1654, -2.1601], [-0.7929, 3.1866, 1.3379], [0.6692, 3.3184, 0.7597], [-0.1232, 2.7657, 0.7855]], "lowdin_spin": [0.116, 0.110, 0.123, 0.025, 0.029, 0.041, 0.034, 0.029, 0.195, 0.033, 0.040, 0.006, 0.006, 0.009, 0.006, 0.034, 0.037, 0.129], "e_tot_ha": -289.473825, "s_squared": 0.750, "homo_ev": [-2.875, -12.026], "spin_multiplicity": 2, "max_force_ev_per_a": 1.19, "relative_energy_ev": 1.532}

Record 3
{"formula": "C7H16O", "method": "ωB97M-V with the def2-TZVPD basis set", "elements": ["C", "C", "C", "C", "C", "C", "C", "H", "H", "H", "H", "H", "H", "H", "H", "H", "H", "H", "H", "H", "H", "O", "H", "H"], "positions_angstrom": [[-0.9462, 3.8346, 1.5590], [-0.4043, 2.6260, 0.8243], [-0.4873, 1.4292, 1.3353], [-0.4071, 0.1486, 0.4106], [0.7268, 0.3373, -0.6577], [1.9113, -0.6293, -0.1286], [1.7390, -2.1651, -0.3279], [-0.7966, 3.7189, 2.6159], [-2.0642, 3.8407, 1.4082], [-0.5275, 4.7330, 1.1459], [0.1021, 2.8643, -0.1209], [-0.8948, 1.1135, 2.3447], [-1.3537, 0.0744, -0.1939], [-0.3005, -0.6323, 1.0862], [0.5728, -0.0131, -1.6928], [1.0775, 1.4017, -0.6940], [1.8502, -0.4848, 0.9761], [2.7656, -0.2606, -0.6131], [2.8057, -2.5514, -0.2474], [1.1700, -2.6151, 0.5481], [1.2554, -2.5878, -1.2158], [-2.8226, -5.0181, -2.7441], [-3.0294, -4.1304, -3.2118], [-1.9423, -5.0341, -2.4064]], "lowdin_charge": [-0.104, -0.196, -0.118, -0.193, -0.187, -0.251, -0.124, 0.061, 0.092, 0.055, 0.098, 0.125, 0.118, 0.056, 0.099, 0.084, 0.106, 0.068, 0.080, 0.075, 0.056, -0.089, 0.087, 0.002], "e_tot_ha": -351.464593, "homo_ev": -9.098, "max_force_ev_per_a": 4.39, "relative_energy_ev": 2.432}

Record 4
{"formula": "C28H32N4O3", "method": "ωB97M-V with the def2-TZVPD basis set", "elements": ["O", "C", "C", "O", "N", "C", "C", "N", "C", "C", "C", "C", "C", "C", "C", "C", "C", "C", "N", "C", "C", "O", "N", "C", "C", "C", "C", "C", "C", "C", "C", "C", "C", "C", "C", "H", "H", "H", "H", "H", "H", "H", "H", "H", "H", "H", "H", "H", "H", "H", "H", "H", "H", "H", "H", "H", "H", "H", "H", "H", "H", "H", "H", "H", "H", "H", "H"], "positions_angstrom": [[-0.9508, 2.4779, -2.7413], [-0.3448, 1.4518, -2.4835], [0.8084, 0.9875, -3.3737], [0.6303, 0.1983, -4.2822], [2.0076, 1.5407, -3.0965], [2.2846, 2.4073, -1.9780], [3.3209, 1.7397, -1.0548], [4.5258, 1.4269, -1.7927], [5.5374, 2.3772, -1.8964], [6.2315, 2.6190, -3.0855], [7.2759, 3.5239, -3.1285], [7.6589, 4.2200, -1.9969], [6.9867, 3.9843, -0.8091], [5.9496, 3.0764, -0.7555], [4.2188, 0.5498, -2.9019], [3.1859, 1.1698, -3.8534], [-0.6614, 0.5969, -1.3597], [-1.6876, 0.8552, -0.4699], [-1.6964, -0.0504, 0.5268], [-2.6692, -0.1287, 1.5758], [-3.6985, -1.2355, 1.2566], [-3.5470, -1.9543, 0.2918], [-4.7559, -1.3369, 2.0895], [-4.9700, -0.4922, 3.2459], [-5.7283, -1.1864, 4.3806], [-5.1912, -2.5819, 4.7091], [-5.8706, -3.6848, 3.8984], [-5.5118, -3.6673, 2.4156], [-5.7690, -2.3196, 1.7407], [-0.6892, -0.9615, 0.3048], [-0.3139, -2.0689, 1.0522], [0.7565, -2.8112, 0.6004], [1.4290, -2.4672, -0.5726], [1.0585, -1.3694, -1.3193], [-0.0073, -0.5891, -0.8774], [1.3659, 2.6184, -1.4311], [2.6978, 3.3528, -2.3531], [3.5405, 2.4054, -0.2230], [2.9035, 0.8067, -0.6591], [5.9606, 2.1100, -3.9970], [7.7885, 3.6909, -4.0650], [8.4700, 4.9305, -2.0370], [7.2794, 4.5068, 0.0903], [5.4681, 2.8918, 0.1929], [5.1320, 0.2870, -3.4343], [3.8007, -0.3694, -2.4763], [2.8770, 0.4582, -4.6212], [3.5981, 2.0659, -4.3304], [-2.3979, 1.6593, -0.5117], [-3.1748, 0.8363, 1.6612], [-2.1610, -0.3574, 2.5190], [-5.5220, 0.4121, 2.9506], [-4.0001, -0.1809, 3.6379], [-6.7912, -1.2554, 4.1470], [-5.6362, -0.5412, 5.2568], [-4.1130, -2.6123, 4.5410], [-5.3650, -2.7829, 5.7682], [-5.5858, -4.6544, 4.3120], [-6.9534, -3.5876, 4.0099], [-6.0975, -4.4307, 1.9013], [-4.4573, -3.9148, 2.2813], [-5.7162, -2.4531, 0.6572], [-6.7533, -1.9284, 2.0012], [-0.8487, -2.3543, 1.9453], [1.0733, -3.6819, 1.1549], [2.2511, -3.0843, -0.9044], [1.5632, -1.1403, -2.2434]], "lowdin_charge": [0.102, -0.298, -0.408, 0.086, -0.037, -0.096, -0.124, -0.099, -0.229, -0.034, -0.093, -0.109, -0.093, -0.032, -0.135, -0.099, -0.077, 0.044, -0.041, -0.034, -0.425, 0.091, -0.056, -0.163, -0.178, -0.196, -0.211, -0.168, -0.138, -0.161, -0.008, -0.085, -0.082, -0.022, -0.090, 0.124, 0.140, 0.110, 0.123, 0.095, 0.102, 0.096, 0.102, 0.103, 0.120, 0.120, 0.127, 0.129, 0.146, 0.137, 0.135, 0.130, 0.111, 0.107, 0.112, 0.115, 0.108, 0.108, 0.112, 0.114, 0.118, 0.123, 0.128, 0.109, 0.100, 0.102, 0.095], "e_tot_ha": -1530.954098, "homo_ev": -7.654, "max_force_ev_per_a": 0.70, "relative_energy_ev": 0.241}

Which formula does entry 2 have? C4H12NO

Number 2 is which compound? C4H12NO